36
Properties=species:S:1:pos:R:3:forces:R:3:lowdin_charge:R:1 method="wB97M-V/def2-TZVPD" max_force_ev_per_a=17.43 smiles=CCOc1ccc(CNc2nnnn2C)cc1OC e_tot_ha=-891.2526 lumo_ev=0.4 e_above_lowest_kj_mol=1271.2 charge=0 homo_energy_ev=-8.3
C 0.198669 -0.003876 -4.641342 4.8 5.1 3.1 -0.09
C 0.885322 -1.221707 -4.106387 1.6 4.2 6.0 -0.29
O 0.042372 -2.093780 -3.396535 -2.0 1.5 3.3 -0.13
C -0.518256 -1.422940 -2.167840 -1.0 2.0 -0.1 -0.04
C -1.717277 -0.522432 -2.273365 8.8 -2.4 14.8 0.06
C -2.310083 -0.067252 -0.951304 2.7 -1.5 -1.2 -0.02
C -1.745049 -0.222307 0.318105 6.4 -3.0 -4.4 -0.12
C -2.147132 0.420449 1.565931 14.3 -2.0 1.5 -0.16
N -1.470515 1.724989 1.654961 3.2 0.7 2.5 0.08
C -0.241271 1.619192 2.442415 2.3 -0.8 0.1 -0.24
N 0.410902 0.544140 3.083261 -4.2 0.5 0.0 0.00
N 1.384334 0.977727 3.779987 3.9 1.9 -1.4 -0.04
N 1.785046 2.305990 3.317253 -2.1 -5.3 3.4 0.07
N 0.706938 2.556615 2.677210 -1.4 4.7 -5.1 -0.24
C 0.768374 3.832800 1.934554 -2.8 1.5 -1.4 -0.05
C -0.271938 -0.924919 0.239971 -5.1 2.0 0.0 0.10
C 0.238690 -1.537267 -0.859633 -3.7 0.0 -3.6 -0.30
O 1.263825 -2.305303 -0.722841 4.0 -1.4 2.4 -0.10
C 1.753739 -3.484489 -1.407181 -6.8 6.5 -8.4 0.02
H -0.221051 0.848918 -3.918208 0.6 -2.6 -1.1 0.13
H 0.965331 0.660712 -5.202825 -1.1 -1.4 0.4 0.11
H -0.424840 -0.405743 -5.247343 -5.0 -1.5 -4.4 0.00
H 1.765859 -0.714152 -3.322817 -1.9 -1.9 -1.9 0.18
H 1.340161 -1.854729 -4.737398 1.8 -1.6 -2.9 0.08
H -2.099716 -0.655920 -3.060893 -6.2 -0.7 -11.0 -0.03
H -3.218537 0.399348 -1.051553 -2.2 1.2 -0.1 0.06
H -2.963350 0.583792 1.386526 -16.3 3.3 -2.1 -0.02
H -1.986023 -0.196547 2.441357 0.1 0.3 0.2 0.14
H -1.479262 2.456350 0.891963 0.1 -1.8 1.1 0.16
H -0.245525 4.392659 2.313848 2.6 -0.9 -1.7 0.14
H 1.033641 3.876956 0.741808 -1.8 -1.2 2.4 0.14
H 1.639273 4.407842 2.128084 0.6 0.3 1.7 0.04
H 0.234020 -1.035810 1.147266 0.7 -0.2 1.3 0.07
H 2.306605 -2.980756 -2.340743 -0.6 -1.7 1.9 0.12
H 0.688013 -3.773159 -1.978352 3.2 -0.7 1.6 0.16
H 2.312775 -4.121454 -0.926150 2.5 -3.1 3.3 0.02

***

41
Properties=species:S:1:pos:R:3:forces:R:3:lowdin_charge:R:1 method="wB97M-V/def2-TZVPD" max_force_ev_per_a=0.63 e_tot_ha=-1780.4659 lumo_ev=-4.2 charge=+1 homo_energy_ev=-11.6
Zr 0.481398 -0.918581 -0.489443 0.0 0.3 0.2 1.96
O 6.203650 -0.059520 -1.971945 0.0 0.0 0.0 0.15
C 6.492755 0.923866 -1.144594 -0.1 0.0 0.1 -0.48
O 7.420754 1.574033 -0.806495 0.0 0.0 0.0 0.18
C 5.071437 0.597492 -1.049733 0.0 0.0 0.0 -0.20
C 4.057261 1.310043 -1.827441 0.0 0.0 0.0 0.03
C 2.760574 1.006056 -1.709015 0.0 0.0 0.1 -0.12
N 2.279534 0.065595 -0.801630 0.0 -0.1 -0.1 -0.15
C 3.244112 -0.566915 0.011291 -0.2 0.0 0.0 -0.21
C 4.554923 -0.339157 -0.051694 0.1 0.0 0.0 0.10
C 2.553626 -1.650703 0.813404 0.2 0.2 -0.2 -0.54
O 2.871215 -2.805645 0.753378 0.1 -0.1 0.4 0.16
O 1.352910 -1.228367 1.294373 -0.1 -0.4 -0.5 -0.19
H 4.374674 2.076898 -2.519558 0.0 0.0 0.0 0.13
H 2.008424 1.507939 -2.305399 0.0 0.0 0.0 0.12
H 5.238124 -0.860741 0.604427 0.0 0.0 0.0 0.15
C -0.898407 -4.632620 1.281588 0.0 0.0 0.0 -0.05
C -0.187607 -4.420810 -0.027562 0.0 0.0 0.0 -0.23
O -0.461956 -3.049521 -0.496027 0.0 0.1 0.0 -0.44
P -0.972910 -2.575612 -2.020619 0.2 -0.2 0.0 0.07
O -1.336952 -1.140257 -1.535497 -0.2 0.0 -0.1 -0.48
Te -2.073261 -4.014194 -3.357848 0.1 0.2 0.2 0.65
O 0.606239 -2.073634 -2.431207 -0.1 0.0 0.0 -0.45
C 1.640804 -3.022857 -2.880533 0.1 0.0 0.0 -0.23
C 2.756626 -2.252956 -3.536336 0.0 0.0 0.0 -0.04
H -0.685532 -5.639445 1.641160 0.0 0.0 0.0 0.10
H -1.976139 -4.529530 1.161504 0.0 0.0 0.0 0.09
H -0.547006 -3.924025 2.031397 0.0 0.0 0.0 0.08
H -0.540370 -5.093379 -0.808955 0.0 0.0 0.0 0.09
H 0.892941 -4.504684 0.076845 0.0 0.0 0.0 0.11
H 1.148597 -3.706411 -3.571210 0.0 0.0 0.0 0.10
H 1.989701 -3.579988 -2.008442 0.0 0.0 0.0 0.12
H 2.387929 -1.685005 -4.389367 0.0 0.0 0.0 0.10
H 3.506295 -2.960299 -3.891031 0.0 0.0 0.0 0.10
H 3.246294 -1.574037 -2.837604 0.0 0.0 0.0 0.06
C -0.178343 1.954249 0.961401 0.0 0.0 0.0 -0.01
O -0.579137 0.882008 0.043814 0.0 0.1 0.1 -0.24
H -0.483976 2.904262 0.533742 0.0 0.0 0.0 0.11
H 0.902447 1.901074 1.040053 0.0 0.0 0.0 0.09
H -0.644402 1.783505 1.927214 0.0 0.0 0.0 0.11
H -1.508772 0.954393 -0.210255 -0.1 0.0 -0.1 0.13